(1)
118
Properties=species:S:1:pos:R:3 method="wB97M-V/def2-TZVPD" de_lowest_kj_mol=0.0 charge=0 smiles=COC[C@H](C)N.COC[C@H](C)N.COCCNCCOC.COCCNCCOC.CCO.CCO.CCO.CCO e_homo_ev=-8.5
C -0.89796 -7.34275 1.93538
O -0.05562 -6.43263 1.27763
C -0.74957 -5.42104 0.56707
C 0.23021 -4.35983 0.07897
C -0.36030 -3.47168 -0.97678
N 1.48193 -4.99049 -0.43505
H -1.17210 -8.21054 1.32610
H -1.83405 -6.91383 2.31412
H -0.34507 -7.68342 2.81305
H -1.30858 -5.90824 -0.24652
H -1.46979 -4.94320 1.24211
H 0.52303 -3.79573 0.97016
H -1.22088 -2.93017 -0.57087
H -0.74690 -4.03426 -1.83563
H 0.33936 -2.75851 -1.41027
H 1.20648 -5.52885 -1.25950
H 1.70633 -5.75150 0.20583
C 0.81989 4.88035 -0.47768
O -0.11281 3.80023 -0.49046
C 0.29906 2.75191 0.38042
C -0.61342 1.57772 0.10149
C -0.23603 0.43311 1.01423
N -0.38804 1.11544 -1.28389
H 1.75253 4.53141 -0.93073
H 0.95598 5.31327 0.51451
H 0.45819 5.68217 -1.12777
H 1.33630 2.49771 0.13199
H 0.22483 3.05986 1.42842
H -1.63678 1.92257 0.23636
H 0.75360 0.05940 0.75992
H -0.91981 -0.41094 0.87753
H -0.21981 0.71521 2.07019
H -0.32873 1.93111 -1.88743
H -1.20286 0.60168 -1.59986
C -2.39312 -1.82367 5.01689
O -3.28097 -2.35176 4.08137
C -2.95120 -3.67398 3.70931
C -3.80830 -4.07762 2.54088
N -3.63623 -3.20023 1.37849
C -4.75322 -3.33638 0.47299
C -4.61637 -2.43144 -0.71550
O -4.47968 -1.11954 -0.25703
C -3.99039 -0.23561 -1.22662
H -2.70932 -0.86312 5.42234
H -1.39860 -1.65794 4.57686
H -2.27461 -2.47845 5.89327
H -3.14459 -4.36111 4.54855
H -1.87117 -3.76526 3.51898
H -4.85639 -4.15483 2.86728
H -3.51916 -5.10576 2.28236
H -3.68234 -2.28119 1.81701
H -5.74677 -3.16603 0.92448
H -4.81158 -4.37403 0.12337
H -5.43817 -2.56272 -1.43249
H -3.70731 -2.73196 -1.26984
H -2.92932 -0.51103 -1.36718
H -4.01722 0.78264 -0.85591
H -4.42368 -0.32923 -2.22823
C 6.31435 -5.97711 -1.86071
O 5.93457 -4.63908 -2.05020
C 4.94155 -4.22647 -1.14227
C 4.35155 -2.92117 -1.64725
N 3.29947 -2.46657 -0.76432
C 2.64770 -1.24716 -1.19874
C 3.47393 0.01026 -0.99978
O 3.25845 0.67172 0.24658
C 3.65248 -0.13687 1.34047
H 6.62201 -6.16355 -0.82101
H 7.16562 -6.18366 -2.50471
H 5.48715 -6.66475 -2.07616
H 5.37488 -4.12605 -0.13527
H 4.13522 -4.96437 -1.01974
H 3.97147 -3.13440 -2.66072
H 5.19626 -2.23676 -1.75608
H 2.63407 -3.23434 -0.66605
H 1.77522 -1.15154 -0.54558
H 2.24307 -1.24385 -2.22547
H 3.26173 0.76554 -1.75596
H 4.54452 -0.21781 -1.10233
H 3.65334 0.47968 2.24055
H 4.66555 -0.53084 1.20270
H 2.98481 -0.98600 1.49868
C -3.46988 4.32863 -2.68356
C -2.50023 5.39095 -2.22055
O -2.38349 5.35697 -0.80156
H -3.01884 3.37370 -2.40675
H -3.75538 4.33141 -3.73448
H -4.40526 4.45118 -2.12957
H -2.71393 6.42230 -2.51504
H -1.49124 5.19498 -2.61203
H -1.50559 5.03103 -0.57114
C 6.08078 2.73335 1.92354
C 4.69624 3.34795 1.84414
O 4.15614 3.39917 0.54366
H 6.79650 3.28258 1.31039
H 6.08292 1.69866 1.57605
H 6.42609 2.79184 2.95815
H 4.75767 4.38303 2.20264
H 4.00473 2.88084 2.55774
H 3.64324 2.59615 0.37940
C 0.69912 9.09105 -4.53046
C 0.06402 8.15535 -3.51700
O 0.47496 8.51151 -2.20580
H 0.42231 10.11101 -4.24187
H 0.39015 8.93658 -5.56130
H 1.78351 9.10064 -4.39713
H 0.34555 7.11785 -3.74678
H -1.02238 8.15799 -3.58886
H 1.41661 8.32443 -2.14807
C -3.50612 1.65719 1.94543
C -4.14276 2.67241 0.99995
O -4.48166 3.81879 1.75668
H -3.11143 0.83355 1.34663
H -4.25218 1.22957 2.61561
H -2.68543 2.07328 2.52950
H -5.07505 2.21761 0.64149
H -3.43155 2.79882 0.17882
H -4.70601 4.54759 1.17079

(2)
109
Properties=species:S:1:pos:R:3 method="wB97M-V/def2-TZVPD" charge=0 smiles="C[C@H](I)Cc1cccc2c1C(=O)c1ccc(S)cc1C2=O.CCOC(=O)OC.CCOC(=O)OC.CCOC(=O)OC.CCOC(=O)OC.CCOC(=O)OC" e_homo_ev=-9.2
C 4.00334 -3.67518 -3.22536
C 3.14385 -4.80824 -3.93228
I 4.34154 -5.92478 -5.34710
C 1.79943 -4.23461 -4.56348
C 0.92928 -3.77573 -3.34958
C 0.19122 -4.80507 -2.61550
C -0.62650 -4.40339 -1.48152
C -0.72283 -3.02345 -1.00151
C 0.02812 -2.00247 -1.70375
C 0.82260 -2.41098 -2.88112
C 1.56495 -1.25732 -3.61146
O 1.63803 -1.12747 -4.81212
C 2.20655 -0.18400 -2.69556
C 3.50976 0.34488 -3.03238
C 4.06493 1.38160 -2.16924
C 3.29401 1.83098 -1.01730
S 4.01994 3.16608 0.01093
C 1.94879 1.24618 -0.65306
C 1.41587 0.22005 -1.52103
C 0.04614 -0.49625 -1.28666
O -0.91592 0.07442 -0.83989
H 3.76398 -2.71650 -3.75788
H 5.09450 -3.87377 -3.37340
H 3.71152 -3.60473 -2.15034
H 2.80313 -5.51658 -3.12810
H 2.01834 -3.40528 -5.27567
H 1.24888 -5.03509 -5.12258
H 0.29064 -5.85995 -2.96434
H -1.19115 -5.21666 -0.96740
H -1.35551 -2.75941 -0.12492
H 4.00820 -0.07558 -3.93307
H 5.05455 1.81963 -2.41396
H 5.22099 2.77795 0.54802
H 1.39955 1.58737 0.24773
C -0.64844 4.16388 0.40924
C -1.49497 5.38911 0.13064
O -1.61740 6.21159 1.29940
C -0.55423 6.97312 1.58166
O 0.46655 7.03099 0.94772
O -0.81676 7.64437 2.71243
C 0.27865 8.43027 3.18541
H -1.04352 3.62649 1.27426
H -0.63834 3.49597 -0.45426
H 0.38451 4.42502 0.64791
H -2.50572 5.07899 -0.13702
H -1.10279 5.96807 -0.70771
H 0.65111 9.09784 2.40876
H 1.07519 7.77899 3.54632
H -0.08223 9.03412 4.01747
C 5.20443 0.48122 6.31705
C 6.27950 0.78361 5.29254
O 6.29205 -0.19927 4.24907
C 5.33288 -0.07048 3.32566
O 4.48705 0.78640 3.29442
O 5.45982 -1.07684 2.45194
C 4.43288 -1.11384 1.45892
H 5.31038 -0.53755 6.69534
H 5.26278 1.17905 7.15406
H 4.20840 0.55661 5.87791
H 7.25924 0.73999 5.76983
H 6.16792 1.78629 4.87501
H 4.34290 -0.15617 0.94508
H 3.48290 -1.39382 1.91612
H 4.70618 -1.87418 0.72881
C -4.08594 -0.58253 -2.09388
C -4.55388 -1.25908 -0.82224
O -5.94943 -1.58443 -0.88911
C -6.25387 -2.66719 -1.61135
O -5.47204 -3.38038 -2.18737
O -7.58554 -2.80980 -1.60301
C -8.05734 -3.88103 -2.41945
H -4.71165 0.28321 -2.32151
H -3.04994 -0.25669 -1.99646
H -4.15324 -1.25758 -2.94903
H -4.43605 -0.57362 0.01791
H -3.96228 -2.14927 -0.59815
H -7.55992 -4.81823 -2.16938
H -7.91100 -3.63873 -3.47270
H -9.12394 -3.99414 -2.23242
C -0.74184 -11.08983 -1.39000
C -0.55202 -10.37781 -2.71431
O 0.56208 -9.47656 -2.66314
C 1.76972 -10.04755 -2.76195
O 1.98961 -11.22327 -2.89639
O 2.69180 -9.08326 -2.66164
C 4.03777 -9.56302 -2.65690
H -0.81705 -10.36860 -0.57352
H -1.64511 -11.70194 -1.40782
H 0.10633 -11.73849 -1.16560
H -1.43174 -9.76985 -2.92971
H -0.43763 -11.08390 -3.53902
H 4.23392 -10.20297 -3.51704
H 4.23978 -10.09691 -1.72755
H 4.69758 -8.69863 -2.71247
C -6.29342 12.33384 4.32258
C -5.38301 11.90965 5.45766
O -5.13097 10.49987 5.42019
C -4.23366 10.09904 4.50988
O -3.63046 10.81205 3.74738
O -4.14027 8.76869 4.57846
C -3.27850 8.19513 3.58764
H -7.20918 11.73915 4.32231
H -6.55519 13.38961 4.41252
H -5.81387 12.18177 3.35436
H -5.87298 12.11079 6.41128
H -4.44490 12.46834 5.45227
H -2.30400 8.65833 3.60352
H -3.73415 8.29186 2.60101
H -3.16423 7.13740 3.81508

(3)
11
Properties=species:S:1:pos:R:3 method="wB97M-V/def2-TZVPD" de_lowest_kj_mol=753.6 charge=0 e_homo_ev="-9.1 / -9.1"
C 0.56148 0.61653 -1.17924
C 3.08170 1.45068 -0.07345
C -0.31593 -0.09010 -0.13079
C -1.73664 0.43003 0.20381
S -0.23858 -0.65723 -1.86495
H 1.99907 1.43035 0.26009
H 3.39369 2.56465 0.01210
H 0.24104 -0.50961 0.72100
H -2.14249 -0.24842 0.93562
H -2.25791 0.50680 -0.65236
H -1.63940 1.42629 0.61501